1.
{"formula": "C30H21Br2CoN5O4", "method": "ωB97M-V/def2-TZVPD", "homo_energy_ev": -4.86, "gap_ha": 0.24744, "total_charge": -1, "multiplicity": 1, "largest_force_ha_per_bohr": 0.0188, "symbols": ["Co", "C", "O", "C", "C", "C", "C", "C", "C", "N", "N", "C", "O", "C", "C", "C", "C", "C", "C", "C", "O", "H", "H", "H", "H", "H", "H", "H", "H", "H", "H", "H", "H", "Br", "C", "C", "C", "C", "C", "C", "N", "N", "C", "C", "C", "C", "O", "C", "N", "C", "C", "C", "C", "H", "H", "H", "H", "H", "H", "H", "H", "H", "Br"], "coordinates": [[1.42987, 0.20560, 0.11455], [0.51871, 4.10430, -1.41210], [-0.39230, 4.36842, -0.34779], [-0.30846, 3.74994, 0.86529], [-1.12900, 4.29321, 1.83724], [-1.16444, 3.80095, 3.14064], [-0.37007, 2.72575, 3.46510], [0.42810, 2.12143, 2.48710], [1.26600, 0.99917, 2.85891], [1.78195, 0.22296, 1.98749], [2.83522, -0.59312, 2.36591], [3.56679, -0.76077, 1.29274], [3.30004, -0.24424, 0.14698], [4.80038, -1.58024, 1.41115], [4.92438, -2.52608, 2.42374], [6.06168, -3.31440, 2.50100], [7.08166, -3.15959, 1.57075], [6.95680, -2.21828, 0.55843], [5.81494, -1.43587, 0.47270], [0.50719, 2.62141, 1.16262], [1.27731, 2.10384, 0.23741], [0.38202, 3.11119, -1.83186], [1.55339, 4.20930, -1.09004], [0.28379, 4.85618, -2.16464], [-1.75270, 5.12841, 1.54228], [-1.80207, 4.26711, 3.88000], [-0.35747, 2.32494, 4.47230], [1.55270, 0.85194, 3.89790], [4.11525, -2.63741, 3.13244], [6.15032, -4.05728, 3.28406], [7.96914, -3.77788, 1.63061], [7.74785, -2.09938, -0.17165], [5.68776, -0.71360, -0.32238], [-4.50074, -5.23043, 0.47600], [-4.51118, -3.73578, -0.69307], [-5.68689, -3.03002, -0.88332], [-5.68307, -1.93834, -1.73467], [-4.51666, -1.52423, -2.37644], [-3.34979, -2.27272, -2.19009], [-3.34668, -3.37454, -1.35155], [-4.70207, -0.42612, -3.26749], [-3.77278, 0.28907, -3.71391], [-2.53347, 0.45897, -3.09104], [-1.47632, 0.67353, -3.97016], [-0.14285, 0.65622, -3.58599], [0.18814, 0.44420, -2.24275], [1.37695, 0.35083, -1.78609], [-0.90651, 0.37064, -1.30266], [-0.52100, 0.24604, -0.00974], [-1.42367, 0.19556, 0.93844], [-2.78804, 0.34673, 0.65242], [-3.20021, 0.46692, -0.64537], [-2.25034, 0.42237, -1.69017], [-6.59448, -3.33443, -0.38043], [-6.59152, -1.37950, -1.91966], [-2.43394, -2.01868, -2.70385], [-2.42984, -3.92742, -1.19770], [-1.73902, 0.79175, -5.01515], [0.65422, 0.77868, -4.30612], [-1.07193, 0.03547, 1.94657], [-3.49791, 0.35597, 1.46752], [-4.24868, 0.59899, -0.87351], [0.98354, -2.23762, 0.05108]], "nbo_charge": [1.1974, -0.2320, -0.5143, 0.2289, -0.2397, -0.2619, -0.1951, -0.2273, 0.1101, -0.2497, -0.4366, 0.5674, -0.6733, -0.0203, -0.1933, -0.2240, -0.2214, -0.2117, -0.2034, 0.3816, -0.7352, 0.1934, 0.1858, 0.1720, 0.2150, 0.2046, 0.2016, 0.1967, 0.2344, 0.2039, 0.2013, 0.2026, 0.2346, 0.0369, -0.0889, -0.2445, -0.2280, 0.1430, -0.2383, -0.2190, -0.2318, -0.1059, -0.0416, -0.1273, -0.3402, 0.4070, -0.6346, 0.1578, -0.4054, 0.0858, -0.2415, -0.1381, -0.0877, 0.2217, 0.2227, 0.2378, 0.2426, 0.2202, 0.2222, 0.2203, 0.2225, 0.2240, -0.5837]}



2.
{"formula": "C5H10O5", "method": "ωB97M-V/def2-TZVPD", "homo_energy_ev": [-9.24, -9.24], "gap_ha": [0.28428, 0.28390], "total_charge": 0, "relative_energy_kcal_mol": 208.87, "multiplicity": 1, "smiles": "C=C(C)[C@H](CO)OO.O=O", "largest_force_ha_per_bohr": 0.0629, "symbols": ["C", "C", "C", "C", "O", "O", "C", "O", "H", "H", "H", "H", "H", "H", "H", "H", "H", "H", "O", "O"], "coordinates": [[-3.49873, -0.10696, 2.66755], [-4.04652, -0.86421, 3.63586], [-5.06732, -0.34580, 4.61113], [-3.64498, -2.29738, 3.80239], [-4.03629, -3.03919, 2.67643], [-5.43028, -2.61675, 2.43340], [-2.18553, -2.65842, 3.97697], [-2.03226, -4.02848, 3.63815], [-2.86292, -0.54877, 1.90339], [-3.70895, 0.96432, 2.59297], [-5.36897, -1.16189, 5.27073], [-4.66169, 0.46322, 5.23420], [-5.95136, 0.05341, 4.09462], [-4.18292, -2.71335, 4.66073], [-1.53542, -2.00536, 3.36072], [-1.94563, -2.52816, 5.05128], [-1.37836, -4.40024, 4.25943], [-5.70221, -3.26800, 1.76171], [-6.89498, -4.95337, -1.69187], [-7.15837, -3.79537, -1.33144]], "nbo_charge": [-0.3842, 0.0054, -0.6495, 0.0206, -0.2620, -0.4752, -0.0635, -0.7071, 0.2012, 0.1980, 0.2120, 0.2202, 0.2294, 0.1653, 0.1727, 0.1718, 0.4713, 0.4727, 0.0040, -0.0031]}



3.
{"formula": "C36H60N3O15", "method": "ωB97M-V/def2-TZVPD", "homo_energy_ev": -11.44, "gap_ha": 0.22862, "total_charge": 1, "multiplicity": 1, "largest_force_ha_per_bohr": 0.3063, "symbols": ["C", "C", "O", "N", "H", "H", "C", "H", "H", "H", "H", "H", "H", "C", "C", "O", "N", "H", "H", "C", "H", "H", "H", "H", "H", "H", "N", "O", "O", "O", "C", "C", "C", "O", "H", "H", "H", "H", "H", "H", "H", "H", "C", "C", "C", "O", "H", "H", "H", "H", "H", "H", "H", "H", "C", "C", "C", "O", "H", "H", "H", "H", "H", "H", "H", "H", "C", "C", "C", "O", "H", "H", "H", "H", "H", "H", "H", "H", "C", "C", "C", "O", "C", "C", "C", "O", "H", "H", "H", "H", "C", "C", "C", "O", "C", "C", "C", "O", "H", "H", "H", "H", "C", "C", "C", "O", "C", "C", "C", "O", "H", "H", "H", "H"], "coordinates": [[2.84166, -1.38188, -2.20922], [3.82466, -0.41688, -1.82522], [3.98266, 0.53512, -2.41422], [4.41766, -0.59388, -0.38322], [3.71566, -0.14488, 0.06078], [4.53266, -1.58488, -0.12822], [5.59866, 0.27512, -0.18222], [2.03966, -0.76988, -2.54722], [2.44266, -1.76788, -1.33522], [3.24766, -1.83088, -3.00222], [6.40266, -0.26588, -0.60422], [5.73866, 0.48312, 0.91178], [5.32266, 1.27112, -0.42122], [2.35466, -2.21788, 2.83878], [1.46666, -3.41788, 2.48578], [1.38066, -4.32488, 3.24278], [0.75166, -3.47388, 1.01878], [0.57766, -2.51188, 0.82878], [1.39666, -4.08188, 0.55078], [-0.56334, -4.19188, 1.07278], [3.25566, -2.32688, 2.19478], [2.76466, -2.39788, 3.76978], [1.99766, -1.32488, 2.66878], [-1.19134, -4.10488, 0.05878], [-1.24234, -3.94388, 1.83078], [-0.33534, -5.22888, 1.27378], [0.98666, -0.33288, -0.56222], [0.44466, -0.67688, 0.51078], [2.15266, -0.01188, -0.56922], [0.37566, -0.46788, -1.65722], [-4.18634, -2.61788, -1.52922], [-3.13034, -1.64188, -0.95222], [-3.34934, -1.52388, 0.60178], [-1.87734, -2.11388, -1.23322], [-3.96234, -3.65488, -1.15922], [-4.02434, -2.76688, -2.68322], [-5.11334, -2.38688, -1.52122], [-3.26634, -0.66088, -1.29522], [-3.23334, -2.49488, 0.97678], [-4.38234, -1.08188, 0.80878], [-2.49334, -0.85788, 1.09378], [-1.17334, -1.60388, -1.35322], [-3.72434, 0.59012, -3.04822], [-2.32034, 1.21912, -3.13222], [-2.19334, 2.46412, -4.11922], [-2.06834, 1.78412, -1.77222], [-3.74734, 0.21812, -4.20622], [-4.57834, 1.23012, -2.93022], [-3.70634, -0.01088, -2.30122], [-1.51434, 0.34812, -3.29222], [-1.28834, 2.90612, -4.05722], [-2.81234, 3.24212, -3.52822], [-2.38634, 2.13012, -5.09222], [-1.64834, 1.28612, -1.24722], [1.98866, 4.85012, -0.80222], [1.70466, 3.35812, -0.56422], [1.20966, 2.72412, -1.91322], [2.78166, 2.73612, -0.07822], [2.38666, 5.29312, 0.19778], [1.06466, 5.23812, -1.16022], [2.85266, 4.91312, -1.57222], [0.94566, 3.41912, 0.18778], [0.84466, 3.42912, -2.59022], [0.61266, 1.92112, -1.96022], [2.11166, 2.31612, -2.51122], [2.39866, 2.09012, 0.40978], [-2.25434, 4.69412, 0.66078], [-2.38234, 3.42912, -0.21722], [-1.41934, 2.29812, 0.25078], [-3.75334, 2.91412, -0.05522], [-2.72534, 5.76712, 0.46878], [-1.27434, 4.98612, 0.35678], [-2.29934, 4.50012, 1.66378], [-2.24934, 3.45312, -1.12222], [-0.30334, 2.66712, 0.11378], [-1.65234, 1.68912, 1.01378], [-1.24134, 1.44812, -0.57122], [-4.04934, 3.05012, -1.04022], [3.56366, 1.58912, 1.93278], [2.04566, 1.95812, 2.13178], [1.68366, 3.31112, 2.62178], [0.55966, 3.53612, 3.15478], [2.75766, 4.40312, 2.35978], [4.14566, 4.00512, 2.01578], [4.52766, 2.62312, 2.02078], [5.80466, 2.37012, 1.79378], [3.70866, 0.40412, 1.71778], [1.19366, 1.13312, 1.95878], [2.47466, 5.46012, 2.46678], [5.00566, 4.66512, 1.86778], [-1.41234, 0.89012, 4.72578], [-0.86234, -0.41388, 4.03578], [-1.17334, -1.73988, 4.84378], [-0.90334, -2.85388, 4.39178], [-1.81134, -1.58188, 6.21078], [-2.02234, -0.30988, 6.83078], [-1.88934, 0.95012, 6.12878], [-2.28834, 1.98612, 6.57178], [-1.54034, 1.82612, 3.97578], [-0.50134, -0.40988, 2.90878], [-1.87834, -2.40988, 6.80678], [-2.40534, -0.34588, 7.81378], [-1.42034, -6.10488, -3.99922], [-0.48034, -5.00288, -4.78422], [-0.11434, -3.71788, -4.14022], [0.60166, -2.91988, -4.63122], [-0.79034, -3.42788, -2.80222], [-1.58434, -4.40388, -2.13322], [-2.04134, -5.79288, -2.71822], [-2.57034, -6.62288, -2.05822], [-1.43234, -7.21488, -4.48622], [-0.25934, -5.38688, -5.72922], [-0.50034, -2.40888, -2.30922], [-1.98934, -3.99988, -1.16622]], "lowdin_charge": [0.0213, -0.4477, 0.2464, 0.0893, 0.0207, 0.1894, 0.0125, 0.0961, 0.0757, 0.0886, 0.1042, 0.0898, 0.0941, 0.0567, -0.3008, 0.1831, 0.1381, 0.0816, 0.1665, 0.0077, 0.1052, 0.0844, -0.0030, 0.1025, 0.0710, 0.1029, -0.4693, -0.0280, -0.0800, 0.0014, 0.0041, -0.4493, -0.0108, -0.1378, 0.0957, 0.1317, 0.0048, 0.0651, 0.0305, 0.1139, 0.1014, -0.0389, -0.0309, -0.3197, 0.0014, -0.1238, 0.1552, 0.0846, -0.0554, 0.1687, 0.0139, 0.1235, 0.0607, -0.1669, -0.0121, -0.5148, 0.0075, -0.0395, 0.0853, 0.0655, 0.1248, 0.0752, 0.0587, -0.0024, 0.1224, -0.0534, -0.0111, -0.3778, 0.0167, -0.0730, 0.1313, 0.0412, 0.0389, 0.0164, 0.0960, 0.0379, 0.0611, 0.1320, 0.0448, 0.0703, -0.3425, 0.0783, 0.0865, 0.0511, -0.3786, 0.0063, 0.1418, 0.1432, 0.1201, 0.1328, 0.0786, 0.0742, -0.3604, 0.0439, 0.0691, 0.0537, -0.4661, 0.1472, 0.1464, 0.0910, 0.0776, 0.1062, 0.0947, 0.1241, -0.4533, 0.1228, 0.0518, 0.0230, -0.4457, 0.1249, 0.1556, 0.0622, 0.1193, 0.0563]}



4.
{"formula": "C6H8N2O", "method": "ωB97M-V/def2-TZVPD", "homo_energy_ev": -8.08, "gap_ha": 0.31926, "total_charge": 0, "relative_energy_kcal_mol": 100.60, "multiplicity": 1, "smiles": "C=Cc1nccn1OC", "largest_force_ha_per_bohr": 0.1064, "symbols": ["C", "C", "C", "C", "C", "C", "N", "N", "O", "H", "H", "H", "H", "H", "H", "H", "H"], "coordinates": [[-0.12065, -2.41062, -0.31510], [1.03658, -1.81001, 0.12964], [-0.76224, -0.36812, 0.05746], [-2.72398, 1.10882, 0.26096], [-1.40120, 0.85373, 0.33827], [1.94935, 1.29292, -0.36722], [-1.19589, -1.49943, -0.32937], [0.76815, -0.54301, 0.49075], [1.60828, 0.51088, 0.76399], [-0.14936, -3.48798, -0.58809], [2.03379, -2.16207, 0.36715], [-3.12526, 2.06161, 0.46552], [-3.61553, 0.60205, -0.02109], [-0.64076, 1.69709, 0.66357], [2.67222, 2.00604, -0.15157], [1.10554, 1.59917, -0.83020], [2.56097, 0.54892, -0.93467]], "nbo_charge": [-0.1323, -0.0782, 0.2820, -0.3418, -0.2639, -0.2460, -0.4035, -0.0929, -0.3535, 0.2179, 0.2258, 0.1891, 0.2132, 0.2251, 0.2031, 0.1808, 0.1752]}